The following is a quantum chemistry calculation of a molecular structure, C28H22Cl5N4O5SV at a distorted geometry, from OMol25.

Summary:
net charge: +1
2S+1: 2
electronic energy: -5318.3421 Ha
frontier orbital gap (alpha / beta): 0.22154 / 0.24883 Eh
ΔE to the lowest compared entry with this formula, charge and spin: 2.0193 eV

Geometry (Å):
V (0.855, 1.354, -0.337)
O (-0.179, 3.633, -3.538)
C (0.390, 2.968, -2.685)
N (-0.234, 2.282, -1.663)
C (-1.499, 2.759, -1.111)
C (-1.258, 2.957, 0.411)
C (-2.198, 3.571, 1.203)
C (-1.851, 3.785, 2.560)
C (-0.686, 3.349, 3.108)
C (0.162, 2.546, 2.287)
N (-0.040, 2.672, 0.912)
C (1.886, 2.748, -2.642)
C (2.705, 3.071, -3.722)
C (4.083, 2.880, -3.580)
C (4.570, 2.396, -2.362)
C (3.674, 2.143, -1.305)
N (2.341, 2.249, -1.444)
H (-2.296, 2.027, -1.305)
H (-1.771, 3.736, -1.555)
H (-3.165, 3.881, 0.821)
H (-2.574, 4.260, 3.207)
H (-0.466, 3.377, 4.168)
H (1.178, 2.286, 2.588)
H (2.263, 3.442, -4.638)
H (4.768, 3.104, -4.400)
H (5.631, 2.208, -2.185)
H (4.064, 1.906, -0.313)
Cl (3.371, 1.431, 2.390)
C (3.163, 0.052, 1.394)
C (2.350, 0.075, 0.280)
C (2.225, -0.908, -0.667)
Cl (1.207, -0.549, -2.087)
C (2.846, -2.132, -0.453)
Cl (2.660, -3.389, -1.570)
C (3.641, -2.245, 0.700)
Cl (4.420, -3.704, 1.045)
C (3.796, -1.167, 1.604)
Cl (4.803, -1.283, 2.965)
C (-4.531, -1.302, -2.459)
C (-3.551, -2.094, -1.618)
C (-2.185, -1.753, -1.618)
C (-1.277, -2.461, -0.840)
C (-1.752, -3.487, -0.020)
C (-3.100, -3.854, 0.014)
C (-3.984, -3.156, -0.800)
S (-0.586, -4.301, 1.082)
O (-0.959, -5.687, 1.215)
O (0.745, -3.892, 0.674)
N (-0.818, -3.616, 2.532)
C (-0.317, -2.280, 2.822)
C (-1.346, -1.205, 2.489)
C (-0.656, 0.020, 1.876)
O (-0.380, 0.854, 2.809)
O (-0.372, -0.053, 0.649)
H (-3.997, -0.824, -3.271)
H (-5.018, -0.522, -1.865)
H (-5.292, -1.958, -2.881)
H (-1.836, -0.933, -2.243)
H (-0.205, -2.264, -0.854)
H (-3.404, -4.704, 0.619)
H (-5.026, -3.447, -0.808)
H (-1.621, -3.967, 3.066)
H (0.605, -2.185, 2.247)
H (-0.082, -2.252, 3.887)
H (-1.806, -0.886, 3.428)
H (-2.091, -1.567, 1.788)


The following is a quantum chemistry calculation of C17H20F2N2OS in the gas phase at a distorted geometry, from OMol25.

Summary:
electronic energy: -1442.4182 Ha
frontier orbital gap: 0.31453 Eh
ΔE to the lowest compared entry with this formula, charge and spin: 0.0000 eV

Geometry (Å):
C (0.155, 2.955, 1.601)
N (-0.625, 1.717, 1.916)
C (-0.892, 1.468, 3.369)
C (-1.616, 1.304, 0.901)
C (-1.161, -0.090, 0.432)
C (-1.798, -1.242, 0.944)
C (-1.534, -2.535, 0.494)
O (-2.186, -3.587, 1.126)
C (-1.592, -4.911, 1.116)
C (-0.416, -5.034, 2.076)
F (0.735, -4.628, 1.531)
C (-0.647, -2.712, -0.562)
C (0.037, -1.603, -1.093)
C (-0.273, -0.304, -0.624)
S (0.547, 1.084, -1.398)
C (2.159, 0.467, -1.558)
C (2.626, 0.173, -2.819)
C (3.978, -0.147, -2.990)
C (4.829, -0.189, -1.901)
F (6.154, -0.497, -2.115)
C (4.365, 0.017, -0.628)
C (3.005, 0.333, -0.451)
N (2.511, 0.509, 0.846)
H (0.738, 2.710, 0.690)
H (0.821, 3.249, 2.439)
H (-0.547, 3.783, 1.434)
H (0.015, 1.651, 3.970)
H (-1.174, 0.401, 3.485)
H (-1.675, 2.134, 3.737)
H (-2.670, 1.311, 1.299)
H (-1.533, 1.993, 0.071)
H (-2.562, -1.172, 1.698)
H (-2.319, -5.622, 1.513)
H (-1.398, -5.213, 0.111)
H (-0.297, -6.088, 2.337)
H (-0.699, -4.541, 2.988)
H (-0.424, -3.684, -0.975)
H (0.782, -1.745, -1.868)
H (1.948, 0.259, -3.666)
H (4.365, -0.353, -3.967)
H (5.032, -0.014, 0.240)
H (2.961, 0.015, 1.602)
H (1.477, 0.616, 0.911)


The following is a quantum chemistry calculation of a molecular structure, C2H3FOPb at a distorted geometry, from OMol25.

Summary:
net charge: +1
2S+1: 2
electronic energy: -445.4347 Ha
frontier orbital gap (alpha / beta): 0.16234 / 0.15239 Eh
ΔE to the lowest compared entry with this formula, charge and spin: 4.1319 eV

Geometry (Å):
H (1.041, 0.791, -0.439)
O (0.058, 0.533, -0.875)
C (-0.526, 0.004, 0.407)
C (0.629, 0.142, 1.334)
Pb (-0.242, 0.001, -2.771)
H (-0.845, -1.033, 0.209)
H (-1.333, 0.697, 0.685)
F (1.218, -1.136, 1.449)


The following is a quantum chemistry calculation of 10 unconnected molecules or ions with the total composition C33H78N3O28P7 at a distorted geometry, from OMol25.

Summary:
electronic energy: -5965.2420 Ha
frontier orbital gap: 0.31081 Eh

Geometry (Å):
C (-6.319, 0.440, -1.122)
O (-5.432, 1.262, -1.867)
P (-4.265, 2.121, -1.123)
O (-3.340, 1.243, -0.408)
O (-3.701, 2.928, -2.332)
C (-2.646, 2.393, -3.134)
O (-4.927, 3.128, -0.108)
C (-5.454, 4.390, -0.581)
H (-7.162, 1.037, -0.675)
H (-5.856, -0.115, -0.264)
H (-6.738, -0.243, -1.815)
H (-1.742, 2.190, -2.540)
H (-2.428, 3.204, -3.835)
H (-2.991, 1.481, -3.648)
H (-5.977, 4.847, 0.233)
H (-6.171, 4.269, -1.426)
H (-4.696, 5.140, -0.886)
C (-0.146, 4.398, 0.549)
O (-0.427, 5.528, 1.457)
P (-1.676, 6.463, 1.377)
O (-2.703, 6.021, 0.420)
O (-2.129, 6.538, 2.886)
C (-2.869, 5.338, 3.304)
O (-1.062, 7.938, 1.163)
C (-1.930, 9.086, 1.180)
H (0.049, 4.788, -0.474)
H (-0.998, 3.727, 0.457)
H (0.756, 3.947, 0.938)
H (-3.592, 5.633, 4.021)
H (-2.138, 4.682, 3.846)
H (-3.423, 4.872, 2.508)
H (-1.672, 9.678, 0.343)
H (-1.725, 9.672, 2.066)
H (-2.977, 8.827, 1.231)
C (3.705, 5.444, 0.236)
O (3.431, 4.758, -0.997)
P (4.568, 4.052, -1.889)
O (5.927, 4.627, -1.742)
O (4.434, 2.530, -1.614)
C (3.376, 1.773, -2.116)
O (3.986, 4.177, -3.325)
C (4.230, 5.435, -3.965)
H (3.211, 6.390, 0.179)
H (4.756, 5.589, 0.385)
H (3.360, 4.982, 1.146)
H (3.137, 0.972, -1.471)
H (3.653, 1.452, -3.131)
H (2.424, 2.379, -2.073)
H (5.309, 5.559, -4.006)
H (3.738, 6.285, -3.471)
H (3.790, 5.243, -4.897)
C (-0.531, -1.458, 5.766)
O (-1.255, -0.183, 5.746)
P (-1.016, 0.955, 4.654)
O (-1.101, 2.316, 5.204)
O (0.293, 0.589, 3.895)
C (1.571, 0.994, 4.246)
O (-2.185, 0.554, 3.571)
C (-3.016, 1.600, 3.107)
H (-0.883, -2.072, 5.017)
H (-0.970, -1.974, 6.607)
H (0.522, -1.236, 5.867)
H (1.919, 0.574, 5.197)
H (1.662, 2.112, 4.361)
H (2.259, 0.694, 3.449)
H (-2.416, 2.297, 2.514)
H (-3.455, 2.202, 3.886)
H (-3.777, 1.174, 2.428)
C (2.686, 1.064, -6.368)
O (3.069, -0.364, -6.411)
P (2.412, -1.307, -5.319)
O (2.534, -0.955, -3.901)
O (0.922, -1.178, -5.812)
C (-0.167, -1.626, -4.839)
O (3.006, -2.703, -5.779)
C (4.262, -3.362, -5.375)
H (3.584, 1.661, -6.467)
H (2.152, 1.339, -5.470)
H (2.047, 1.144, -7.217)
H (0.148, -1.493, -3.795)
H (-0.281, -2.681, -4.974)
H (-1.014, -1.055, -5.099)
H (4.421, -3.144, -4.324)
H (5.062, -2.984, -5.993)
H (4.162, -4.467, -5.457)
C (5.060, -1.893, -1.782)
O (4.859, -2.835, -0.725)
P (4.444, -4.299, -1.242)
O (5.098, -4.645, -2.515)
O (4.892, -5.189, -0.009)
C (4.191, -4.972, 1.196)
O (2.844, -4.347, -1.123)
C (1.912, -4.232, -2.223)
H (5.482, -1.026, -1.337)
H (4.128, -1.561, -2.270)
H (5.769, -2.261, -2.527)
H (4.726, -5.379, 2.090)
H (3.191, -5.449, 1.127)
H (4.207, -3.879, 1.397)
H (1.081, -4.822, -1.861)
H (2.362, -4.695, -3.141)
H (1.619, -3.219, -2.310)
C (-2.102, -6.037, 1.478)
O (-2.239, -4.657, 1.152)
P (-2.643, -3.696, 2.314)
O (-1.667, -3.467, 3.381)
O (-3.056, -2.407, 1.519)
C (-4.051, -2.326, 0.501)
O (-4.048, -4.457, 2.798)
C (-4.488, -4.282, 4.114)
H (-1.130, -6.350, 1.196)
H (-2.866, -6.609, 0.977)
H (-2.264, -6.148, 2.559)
H (-4.964, -2.805, 0.907)
H (-3.893, -2.879, -0.442)
H (-4.334, -1.284, 0.412)
H (-3.936, -4.799, 4.936)
H (-5.583, -4.495, 4.164)
H (-4.458, -3.221, 4.428)
C (-2.124, -4.169, -2.240)
C (-3.003, -3.278, -2.876)
C (-2.588, -1.975, -2.574)
N (-1.524, -2.117, -1.755)
C (-1.234, -3.440, -1.559)
H (-2.103, -5.278, -2.268)
H (-3.947, -3.480, -3.354)
H (-3.116, -1.033, -2.796)
H (-1.089, -1.322, -1.338)
H (-0.410, -3.691, -0.949)
C (3.634, -3.325, 5.338)
C (3.010, -2.537, 4.392)
C (1.731, -3.145, 4.137)
N (1.622, -4.247, 4.889)
C (2.742, -4.352, 5.677)
H (4.542, -3.135, 5.900)
H (3.385, -1.649, 3.957)
H (0.913, -2.744, 3.579)
H (0.757, -4.662, 5.083)
H (2.738, -5.045, 6.434)
C (1.226, -0.963, -0.505)
C (0.265, 0.018, -0.835)
C (-0.635, 0.152, 0.180)
N (-0.250, -0.748, 1.133)
C (0.823, -1.483, 0.687)
H (2.060, -1.344, -1.129)
H (0.449, 0.580, -1.763)
H (-1.597, 0.696, 0.311)
H (-0.779, -0.933, 1.958)
H (1.197, -2.258, 1.245)